Here is a cluster of 2 separate species, C6H18NP2 in total at a distorted geometry from the Open Molecules 2025 dataset. Energies are from wB97M-V/def2-TZVPD.

**Net charge**: +1
**Energy above the lowest of the compared OMol25 structures with the same formula, charge and spin**: 4.841 eV
**LUMO level (spin up / spin down)**: -4.2 / -3.8 eV
**HOMO (spin up / spin down)**: -11.00 / -11.10 eV
**Orbital gap (spin up / spin down)**: 0.250 / 0.267 Eh

Positions of all 27 atoms, in Å:
C  0.6385  2.4172  2.0641
C  -1.8022  2.7008  1.7223
C  1.4651  -2.4405  0.3221
C  -1.8348  -0.2135  -0.3700
C  -0.5293  2.0279  1.3601
C  0.9774  -0.0402  0.3377
N  1.0487  -1.2391  -0.5084
P  0.8182  -2.1285  -3.7351
P  -0.5899  0.3543  0.9300
H  1.5584  2.3456  1.3192
H  0.4828  3.3859  2.4596
H  1.0102  1.8208  2.8405
H  -1.9166  2.8841  2.8745
H  -2.7060  1.9780  1.4887
H  -1.9973  3.6681  1.2894
H  2.4466  -2.2208  0.7578
H  0.6709  -2.4759  1.1348
H  1.6131  -3.3190  -0.2552
H  -1.7613  -1.3143  -0.5585
H  -1.5814  0.2996  -1.2036
H  -2.8746  -0.0952  -0.1621
H  1.3011  -2.0243  -5.0370
H  1.8558  0.2857  0.9295
H  1.8453  -1.2374  -1.0401
H  0.0777  -1.3331  -0.8157
H  -0.2594  -2.9520  -4.0887
H  0.0429  -1.1342  -4.0561

natural (NBO) atomic charge list, values in e, 2 entries:
1 C -0.680
2 C -0.662